Entry 1:
Here is a structure of composition C7H25CsN6O6 from the Open Molecules 2025 dataset. Energies are from wB97M-V/def2-TZVPD.

Summary:
LUMO level: -0.930 eV
energy relative to the best compared isomer or geometry (same formula, charge and spin): 0.000 eV
frontier orbital gap: 8.096 eV
2S+1: 1
HOMO energy: -0.3317 Ha

```
45
C7H25CsN6O6, DFT wB97M-V/def2-TZVPD
H 4.107 -0.996 -2.263
C 3.150 -1.078 -2.779
H -3.083 -0.542 2.812
O -0.164 0.695 0.344
H -0.859 1.588 1.789
H -0.820 2.862 3.046
H -2.364 0.247 -0.361
N -1.114 1.964 2.691
N -2.302 0.052 2.571
O 1.003 3.223 -2.580
O -2.791 1.525 4.206
H -0.129 3.712 -4.469
C 1.399 -2.327 3.419
O 2.348 0.154 -0.864
H -1.270 2.296 -4.390
H 2.235 -1.831 3.912
H -1.576 -0.172 1.905
H -1.266 1.011 -2.722
H 1.153 -0.470 -2.429
C 0.056 2.556 -2.989
N -1.141 -1.662 -0.404
O -3.118 -2.694 -0.881
H -0.677 -0.825 -0.080
H 0.118 -2.019 1.910
H 0.591 -2.312 4.150
C 1.127 -1.661 2.116
H 1.557 -3.406 3.408
H 3.052 -2.067 -3.225
C -2.440 -1.732 -0.648
H -3.961 -0.352 -0.640
H 1.593 0.350 -0.305
O 1.116 -0.287 2.383
H 0.674 0.089 1.618
C 2.015 -0.772 -1.833
N -2.967 -0.525 -0.610
H 1.762 -1.629 -1.211
H -0.088 1.357 -1.517
N -0.488 1.579 -2.418
H -0.223 1.552 -0.121
H -0.617 -2.524 -0.363
H 1.775 -1.786 1.248
C -2.126 1.214 3.182
N -0.435 2.807 -4.140
Cs 1.889 3.199 1.117
H 3.300 -0.361 -3.587
```

=====

Entry 2:
Here is a structure of composition C42H39FN4O3P2RuS3 from the Open Molecules 2025 dataset. Energies are from wB97M-V/def2-TZVPD.

Summary:
LUMO level (spin up / spin down): -3.004 / -3.006 eV
frontier orbital gap (spin up / spin down): 5.465 / 5.925 eV
2S+1: 6
total charge: +1
HOMO energy (spin up / spin down): -0.3112 / -0.3282 Ha

```
95
C42H39FN4O3P2RuS3, DFT wB97M-V/def2-TZVPD
H 4.608 6.954 1.196
C 3.253 4.098 -1.317
C -4.704 -0.700 -2.652
H -0.996 8.099 1.602
H 2.437 2.168 -1.582
H 0.176 -5.380 -0.010
H 5.627 5.401 -1.828
H -2.558 4.626 0.014
H -0.906 -3.898 4.614
C 6.333 7.306 -1.081
N -0.946 -3.035 -0.237
C -3.846 -3.745 0.851
C 0.715 -2.627 1.919
F 4.498 3.656 -1.616
H -5.245 -5.286 1.353
H 1.678 -7.279 -0.494
P -1.998 -1.747 0.239
C 3.889 -4.744 -0.895
H 0.591 7.315 1.224
C -2.506 -0.617 -3.627
N -0.631 5.279 -0.368
H -1.105 -3.427 -1.157
N 5.374 8.439 -1.334
C 0.676 4.921 -0.699
H -2.174 6.578 0.124
C -3.269 -2.539 1.248
H 2.995 7.416 0.713
H 6.888 7.564 -0.182
H -0.883 -1.121 -2.336
H 3.424 -2.658 -0.698
C 1.747 5.826 -0.673
C -3.882 -0.456 -3.742
C 3.042 -3.672 -0.646
S 2.380 1.014 1.119
C 4.519 8.682 -0.119
O 0.268 1.337 -0.990
C -0.138 -3.392 4.041
Ru -0.046 -0.002 0.760
S 0.108 1.190 2.919
C 0.973 -2.854 4.683
H -1.118 -3.732 2.172
H 5.855 9.288 -1.625
H -3.555 -4.212 -0.083
C -3.655 -1.939 2.441
O -3.587 2.297 -0.290
C 1.706 -3.900 -0.325
H 1.568 6.855 -0.428
H 0.218 7.898 -1.290
C 4.009 7.312 0.352
H -5.930 -4.221 3.478
C 1.485 2.015 2.213
C -1.959 -1.031 -2.424
C -1.561 4.305 -0.259
H 4.930 -4.567 -1.137
C -1.108 6.620 -0.022
C -2.428 2.029 -0.031
C -2.786 -1.306 -1.331
H 5.886 5.438 -0.086
O -2.010 1.012 0.653
H 4.747 8.140 -2.084
C -4.798 -4.348 1.657
H -4.806 -1.282 -0.592
H -5.774 -0.554 -2.734
H -1.370 8.638 -0.846
C 1.211 -5.200 -0.275
C -4.616 -2.544 3.245
H 2.832 -1.808 4.439
H 3.721 9.358 -0.416
C 3.396 -6.040 -0.845
S 1.802 3.608 2.536
C -0.061 2.549 -0.831
H 5.146 9.171 0.622
C -5.183 -3.747 2.853
H -4.311 -0.128 -4.681
C -0.264 -3.290 2.666
H 4.052 -6.877 -1.048
P 0.649 -2.479 0.084
H -4.916 -2.075 4.173
H -3.206 -0.998 2.741
C 2.236 3.204 -1.351
C 3.048 5.428 -0.917
C 5.506 6.005 -0.941
H 2.606 -1.604 2.005
C 2.060 -6.267 -0.537
H 1.064 -2.927 5.760
C 0.938 3.584 -1.009
H 7.022 7.262 -1.919
C 1.836 -2.112 2.568
C -1.335 2.975 -0.420
C -0.613 7.906 -0.600
H -1.859 -0.411 -4.470
C -4.158 -1.117 -1.444
C -0.394 7.580 0.869
N 4.102 6.377 -0.765
C 1.965 -2.227 3.945
```

=====

Entry 3:
Here is the molecule C5H8N2O from the Open Molecules 2025 dataset. Energies are from wB97M-V/def2-TZVPD.

Summary:
LUMO level: 0.549 eV
energy relative to the best compared isomer or geometry (same formula, charge and spin): 4.024 eV
frontier orbital gap: 9.186 eV
2S+1: 1
HOMO energy: -0.3174 Ha

```
16
C5H8N2O, DFT wB97M-V/def2-TZVPD
C -0.821 2.059 -0.167
H -1.748 -1.930 1.708
O 1.709 1.261 -0.942
C 2.603 -1.215 -0.902
N 1.266 -0.945 -0.811
H -1.084 2.291 -1.152
H -1.692 2.216 0.484
C -1.139 -0.308 0.647
H 2.732 -2.325 -0.780
C 0.959 0.425 -0.566
C -0.913 -1.497 1.141
H -1.984 0.240 0.994
H -0.057 2.708 0.340
H 0.441 -1.546 -0.865
H 0.059 -2.084 0.954
N -0.330 0.651 -0.083
```

=====

Entry 4:
Here is the ion C5H14N with charge +1 from the Open Molecules 2025 dataset. Energies are from wB97M-V/def2-TZVPD.

Summary:
structure (SMILES): CC[C@@H](C)C[NH3+]
LUMO level: -3.763 eV
energy relative to the best compared isomer or geometry (same formula, charge and spin): 0.090 eV
frontier orbital gap: 11.422 eV
2S+1: 1
total charge: +1
HOMO energy: -0.5580 Ha

```
20
C5H14N, DFT wB97M-V/def2-TZVPD
H -1.907 -0.666 -0.577
H -0.618 0.900 0.703
H 1.092 2.649 -1.845
H -1.599 -1.289 1.949
H -0.119 2.795 -0.777
C 0.272 0.812 -1.207
C -0.996 -1.053 -0.134
C -1.283 -1.898 1.095
H -0.610 0.834 -1.850
H 1.424 2.306 -0.265
H 0.988 0.234 -1.797
H -0.488 -1.674 -0.879
C -0.065 0.152 0.131
C 1.193 -0.243 0.894
H -2.135 -2.536 0.890
H 1.751 -0.999 0.337
N 0.707 2.228 -0.993
H 1.902 0.580 1.023
H -0.456 -2.528 1.409
H 0.947 -0.604 1.893
```